166
Properties=species:S:1:pos:R:3:forces:R:3:lowdin_charge:R:1 method="wB97M-V/def2-TZVPD" charge=+1 homo_lumo_gap_ev=8.51
C 1.8965 -1.3434 0.0752 0.391 -0.193 0.334 -0.11
C 3.0921 -1.5548 -0.8668 -0.497 0.310 0.019 -0.26
C 2.6535 -1.8034 -2.3326 0.077 -0.308 1.801 -0.58
Br 1.6322 -3.4889 -2.2941 0.230 0.310 -0.663 0.88
N 1.8224 -0.6718 -2.7489 -1.561 0.037 -0.070 -0.02
C 0.9108 -0.9264 -3.7970 3.336 -0.259 -0.236 -0.33
N -0.3073 -1.2850 -3.6989 -0.803 -0.377 0.743 0.19
C -0.9780 -1.5299 -2.4158 -1.023 -0.217 0.076 -0.12
C -2.1617 -0.5906 -2.1725 -0.285 0.384 -0.150 -0.03
C -3.1173 -0.4768 -3.3905 1.613 0.537 2.764 -0.49
F -2.5479 0.3912 -4.2436 -0.218 0.194 -0.983 0.12
F -3.1982 -1.6946 -3.9180 -0.523 -0.438 -1.133 0.15
C -4.4812 0.0069 -2.8464 -0.672 -0.669 -1.289 -0.50
F -5.0400 -1.0487 -2.2828 -0.324 -1.078 0.330 0.14
F -4.3569 0.8926 -1.8955 0.745 1.369 0.499 0.16
S -5.6966 0.6759 -4.1312 -1.769 -0.463 0.213 0.77
F -4.7917 1.9423 -4.3532 0.510 0.063 0.026 -0.11
F -6.5022 1.4116 -2.9728 0.277 0.310 0.096 -0.13
F -6.6675 -0.5653 -3.9201 0.029 -0.058 -0.138 -0.13
F -5.0046 -0.1326 -5.2955 0.606 0.217 -0.129 -0.11
F -6.7141 1.2679 -5.1629 -0.005 0.037 -0.239 -0.09
N 1.6166 -0.6447 -4.9435 -2.377 1.131 -1.646 0.05
C 0.9001 -0.7655 -6.2386 0.826 -0.220 -0.293 -0.09
C 1.3797 -2.0073 -6.9964 0.150 0.488 0.383 -0.16
O 0.5009 -3.1000 -6.8014 0.302 0.439 -0.619 -0.11
C 0.5054 -3.9447 -7.9248 -0.443 -0.337 -0.121 -0.10
C -0.5908 -4.9843 -7.6959 1.474 0.616 1.029 -0.44
F -0.1277 -5.8472 -6.7685 -0.093 -0.401 0.422 0.14
F -0.7723 -5.6812 -8.8158 -0.562 -0.067 -0.711 0.16
C -1.9229 -4.4235 -7.1275 -0.322 -0.428 -1.171 -0.39
F -2.8190 -5.4125 -7.2449 -0.383 -0.570 -0.319 0.17
F -1.8376 -4.1754 -5.8329 0.451 0.713 0.877 0.18
C -2.5391 -3.2130 -7.8830 -0.497 -0.351 -0.376 -0.38
F -3.8188 -3.1514 -7.4985 -0.548 0.069 0.305 0.16
F -1.9884 -2.0370 -7.5414 0.699 0.187 0.148 0.14
C -2.5625 -3.3276 -9.4316 0.524 0.609 0.275 -0.32
F -3.0646 -2.1649 -9.8825 -0.293 0.443 -0.161 0.11
F -3.3835 -4.3088 -9.7738 -0.244 -0.623 -0.228 0.14
C 1.9820 0.7844 -4.6595 -1.540 0.126 2.983 -0.15
C 0.7098 1.6774 -4.4272 0.384 0.521 -1.262 -0.12
C 0.8934 3.1444 -4.9128 -1.069 -0.161 0.547 -0.14
C 0.3222 4.1302 -3.8643 -0.271 -0.175 -0.109 -0.25
O -0.3900 5.2091 -4.4639 0.293 -0.097 0.133 -0.06
C 2.5117 0.5521 -3.1946 2.820 0.782 -0.465 -0.19
C 4.0587 0.5262 -3.2970 -0.275 -0.841 -0.205 -0.09
C 4.6659 1.8995 -3.6338 1.439 -0.049 -0.280 -0.39
C 5.3327 1.9542 -5.0460 -1.168 -0.224 0.116 -0.02
O 3.7485 2.9764 -3.4476 -0.058 -0.163 0.044 -0.05
H 1.2373 -0.5437 -0.2661 0.089 -0.004 -0.052 0.06
H 1.3178 -2.2557 0.2332 0.016 0.048 -0.106 0.04
H 2.2916 -1.0411 1.0480 -0.101 -0.002 -0.030 0.08
H 3.7154 -2.3736 -0.5065 -0.085 -0.113 -0.173 0.11
H 3.6913 -0.6432 -0.7778 0.031 -0.099 -0.360 0.08
H 3.4997 -2.0058 -2.9886 -0.187 0.151 -0.177 0.10
H -0.8712 -1.4219 -4.5324 0.256 -0.101 -0.023 0.15
H -0.2833 -1.4318 -1.5925 0.228 -0.052 -0.139 0.09
H -1.3631 -2.5487 -2.4403 0.269 -0.071 0.031 0.13
H -2.7577 -0.9590 -1.3350 0.283 -0.221 0.047 0.14
H -1.8377 0.4122 -1.8872 0.023 -0.016 -0.168 0.14
H 1.2043 0.0934 -6.8392 -0.090 0.028 0.085 0.14
H -0.1905 -0.7072 -6.1622 0.104 -0.154 -0.045 0.12
H 1.5025 -1.7227 -8.0479 -0.370 -0.330 -0.072 0.13
H 2.3844 -2.2535 -6.6287 -0.093 -0.077 -0.034 0.14
H 0.2883 -3.4276 -8.8704 0.032 0.276 0.237 0.13
H 1.4663 -4.4558 -8.0586 -0.138 -0.135 0.097 0.16
H -1.5850 -3.4391 -9.9029 0.040 -0.322 0.118 0.16
H 2.6715 1.2249 -5.3691 0.175 -0.329 -0.027 0.15
H 0.4476 1.7083 -3.3684 0.175 -0.263 0.015 0.10
H -0.1754 1.2781 -4.9356 0.168 -0.054 -0.035 0.10
H 0.2537 3.2751 -5.7888 0.364 0.073 -0.191 0.11
H 1.9238 3.3945 -5.1520 -0.013 -0.083 -0.027 0.10
H -0.3918 3.6270 -3.1963 0.273 -0.235 -0.033 0.11
H 1.1245 4.5097 -3.2290 -0.082 0.264 -0.124 0.12
H -1.2715 4.8631 -4.6439 0.072 0.297 -0.112 0.09
H 2.3293 1.3657 -2.4925 -0.614 -0.008 -0.300 0.14
H 4.5628 0.1312 -2.4143 -0.305 0.171 0.125 0.11
H 4.3190 -0.1709 -4.1027 0.060 0.075 0.055 0.11
H 5.4946 2.0426 -2.9336 -0.229 0.010 0.162 0.12
H 6.4163 2.0271 -4.9938 -0.055 0.172 -0.055 0.08
H 5.0751 1.0668 -5.6327 0.181 0.007 0.039 0.07
H 4.8772 2.7925 -5.5816 0.440 0.121 -0.028 0.08
H 4.2945 3.7709 -3.3905 -0.257 -0.018 0.054 0.11
C -7.0246 -0.0401 0.1264 -0.020 0.025 -0.042 -0.07
C -6.4122 -1.1224 0.7431 -0.041 0.126 -0.058 -0.06
C -6.3438 -1.1861 2.1240 0.159 -0.268 0.011 0.00
C -6.8944 -0.1614 2.8725 -0.058 0.058 -0.320 -0.14
C -7.5033 0.9280 2.2722 -0.117 0.209 0.020 0.00
C -7.5676 0.9861 0.8877 0.096 -0.139 0.030 -0.05
N -6.8358 -0.2426 4.3383 0.095 -0.040 0.301 -0.34
O -6.2747 -1.2067 4.8267 -0.106 0.173 -0.077 0.08
O -7.3451 0.6560 4.9817 0.026 -0.127 -0.204 0.07
H -7.0821 0.0025 -0.9527 -0.043 -0.001 0.015 0.09
H -5.9903 -1.9198 0.1454 -0.020 -0.014 0.036 0.10
H -5.8662 -2.0294 2.6019 -0.063 0.077 0.140 0.12
H -7.9268 1.7259 2.8653 0.043 -0.099 0.126 0.12
H -8.0417 1.8293 0.4037 -0.006 -0.006 0.038 0.11
C 2.3178 -5.7310 5.2049 -0.003 -0.007 0.010 -0.06
C 3.3297 -5.3434 4.3365 -0.121 -0.035 0.051 -0.06
C 3.0542 -5.1488 2.9933 0.252 0.086 -0.061 0.00
C 1.7613 -5.3422 2.5365 0.050 -0.034 0.285 -0.15
C 0.7443 -5.7357 3.3897 -0.270 -0.053 0.026 0.00
C 1.0281 -5.9307 4.7312 0.142 0.027 0.013 -0.06
N 1.4592 -5.1121 1.1189 -0.040 0.016 -0.095 -0.34
O 2.3746 -4.7796 0.3848 -0.088 -0.167 0.318 -0.01
O 0.3063 -5.2556 0.7508 0.208 0.056 0.003 0.06
H 2.5349 -5.8766 6.2552 -0.004 0.005 -0.019 0.11
H 4.3337 -5.1899 4.7082 -0.006 0.002 -0.034 0.11
H 3.8437 -4.8471 2.3202 -0.115 -0.007 -0.101 0.12
H -0.2611 -5.8887 3.0249 0.066 0.048 -0.128 0.12
H 0.2426 -6.2348 5.4094 -0.014 0.020 -0.035 0.11
C -6.5585 1.6608 7.9732 -0.039 -0.100 0.026 -0.08
C -7.4027 2.7328 8.2290 0.149 -0.044 0.017 -0.06
C -6.8999 3.8898 8.8035 -0.235 0.105 -0.029 0.00
C -5.5516 3.9589 9.1106 -0.119 -0.242 -0.130 -0.15
C -4.7001 2.8954 8.8669 0.255 -0.111 -0.008 -0.01
C -5.2107 1.7410 8.2953 -0.124 0.047 -0.004 -0.06
N -5.0097 5.1934 9.6973 0.088 0.204 0.116 -0.35
O -5.7870 6.1035 9.9166 0.142 -0.173 -0.045 0.08
O -3.8140 5.2331 9.9252 -0.224 -0.018 -0.044 0.07
H -6.9497 0.7606 7.5192 0.004 0.034 -0.018 0.09
H -8.4527 2.6678 7.9772 0.012 0.023 0.018 0.11
H -7.5586 4.7230 9.0020 0.145 0.073 0.054 0.12
H -3.6498 2.9560 9.1136 -0.045 0.160 0.049 0.12
H -4.5577 0.9013 8.0957 0.019 0.028 0.023 0.11
C 2.1881 6.0802 1.4907 -0.017 0.024 0.014 -0.06
C 3.3770 6.2823 0.8027 -0.097 -0.054 0.035 -0.05
C 4.0989 5.1989 0.3320 0.177 0.096 -0.152 -0.01
C 3.6168 3.9186 0.5515 -0.181 0.308 0.074 -0.17
C 2.4361 3.7040 1.2416 -0.179 -0.218 0.063 0.00
C 1.7209 4.7925 1.7133 0.059 0.091 -0.057 -0.06
N 4.3630 2.7696 0.0341 0.084 -0.063 -0.011 -0.32
O 5.4059 2.9830 -0.5590 -0.203 -0.084 -0.006 0.05
O 3.8953 1.6569 0.2133 0.090 0.153 -0.129 0.07
H 1.6237 6.9294 1.8539 0.020 -0.016 0.007 0.11
H 3.7402 7.2866 0.6320 0.026 -0.029 0.001 0.11
H 5.0242 5.3645 -0.2005 0.018 -0.165 0.024 0.12
H 2.0669 2.7032 1.4145 0.141 -0.038 -0.051 0.12
H 0.7962 4.6372 2.2524 0.027 -0.029 0.004 0.11
C -3.0902 -2.5232 11.1052 0.020 0.013 0.014 -0.07
C -3.6819 -2.8737 9.8991 0.099 0.053 0.114 -0.06
C -2.9281 -2.8930 8.7368 -0.276 -0.107 -0.181 -0.01
C -1.5853 -2.5648 8.7962 -0.155 0.008 0.262 -0.15
C -0.9833 -2.2062 9.9902 0.217 0.071 0.148 0.00
C -1.7434 -2.1856 11.1494 -0.131 -0.047 -0.066 -0.06
N -0.7790 -2.6098 7.5674 0.101 0.004 -0.170 -0.35
O -1.3432 -2.9114 6.5301 0.115 0.043 0.180 0.06
O 0.4061 -2.3475 7.6574 -0.205 -0.053 -0.031 0.07
H -3.6793 -2.5139 12.0133 0.011 0.010 -0.017 0.11
H -4.7311 -3.1350 9.8656 0.019 0.005 -0.036 0.11
H -3.3967 -3.1673 7.8025 0.168 0.026 -0.067 0.12
H 0.0648 -1.9464 10.0292 -0.009 -0.035 -0.153 0.12
H -1.2846 -1.9100 12.0893 0.022 0.004 -0.031 0.11
C 10.7426 2.9536 1.1141 0.017 -0.008 -0.022 -0.07
C 9.6099 3.2634 0.3731 0.083 -0.037 0.123 -0.06
C 8.3924 3.4464 1.0092 -0.127 0.084 -0.240 0.00
C 8.3275 3.3198 2.3858 0.269 -0.024 -0.159 -0.14
C 9.4467 3.0044 3.1367 0.106 -0.047 0.257 0.00
C 10.6599 2.8203 2.4936 -0.034 0.021 -0.136 -0.06
N 7.0442 3.5364 3.0682 -0.183 0.017 0.141 -0.33
O 6.0695 3.7960 2.3792 0.187 -0.066 0.121 0.06
O 7.0259 3.4492 4.2789 -0.025 0.004 -0.225 0.09
H 11.6935 2.8165 0.6149 -0.017 -0.003 0.011 0.11
H 9.6767 3.3653 -0.7019 -0.029 0.005 0.016 0.11
H 7.5124 3.6868 0.4302 -0.075 -0.017 0.145 0.10
H 9.3860 2.9030 4.2108 -0.151 0.046 -0.028 0.12
H 11.5429 2.5762 3.0685 -0.032 0.006 0.019 0.11